[1]
Formula: C26H33ClHoN2O2Te
Source: the OMol25 dataset
Level of theory: ωB97M-V with the def2-TZVPD basis set

Summary:
Net charge: -1
Gap between HOMO and LUMO (spin up / spin down) in eV: 2.383 / 5.657
Strongest force on any atom in eV Å⁻¹: 2.80
Highest occupied orbital energy (spin up / spin down) in eV: 0.15 / -3.16
Expectation value of S²: 6.02
DFT total energy in a.u.: -2946.8430
Spin multiplicity: 5

Cartesian coordinates (Å):
1 Ho -0.48808 1.01759 0.37058
2 Cl -0.98702 2.63190 2.20060
3 N -1.91407 -0.66315 1.24266
4 N 1.86689 1.09172 0.67241
5 C -2.02959 -1.96975 1.49652
6 C 2.98491 0.35487 0.70705
7 C -3.30646 -0.15725 1.02252
8 C -4.00693 -1.41942 0.54657
9 C -3.32091 0.97660 0.00204
10 C -3.91798 0.29936 2.34540
11 H -2.83190 0.63982 -0.93016
12 H -2.83097 1.88317 0.41539
13 H -4.35671 1.24883 -0.23404
14 H -4.00202 -0.53875 3.05112
15 H -4.92470 0.68561 2.14984
16 H -3.31713 1.09943 2.79283
17 C 2.28298 2.45549 0.21310
18 C 3.53421 2.12900 -0.58719
19 C 2.65620 3.32491 1.41184
20 C 1.18585 3.11774 -0.61330
21 H 0.89670 2.45224 -1.44439
22 H 1.55995 4.05337 -1.04650
23 H 0.31692 3.37388 0.02493
24 H 3.51112 2.90111 1.95692
25 H 1.80344 3.43407 2.09161
26 H 2.94137 4.31849 1.04757
27 O 3.98722 0.86457 -0.00741
28 H 4.34968 2.84899 -0.49185
29 H 3.31416 1.93286 -1.64735
30 O -3.19135 -2.49502 1.11247
31 H -3.96938 -1.53341 -0.54704
32 H -5.02906 -1.55049 0.91012
33 C -1.12073 -2.89433 2.23094
34 C 3.32300 -0.86227 1.49680
35 C 2.43483 -2.05628 1.27265
36 H 3.24679 -0.57993 2.55881
37 H 4.36698 -1.10576 1.26970
38 C 1.22450 -2.11453 1.95774
39 C 0.25401 -3.05391 1.63571
40 H 1.04074 -1.41258 2.76835
41 C 0.61883 -4.15761 0.85172
42 C 1.88912 -4.17516 0.27515
43 C -0.31537 -5.32248 0.67959
44 C 2.81416 -3.15608 0.48753
45 H 2.17296 -5.02296 -0.34340
46 C 4.20643 -3.25978 -0.06888
47 H 4.34807 -4.21655 -0.58698
48 H 4.95389 -3.21710 0.73956
49 H 4.43507 -2.45773 -0.78480
50 H -0.58454 -5.75170 1.65777
51 H 0.15911 -6.12113 0.09699
52 H -1.24585 -5.04263 0.16457
53 H -1.63230 -3.85905 2.29514
54 H -1.00436 -2.48137 3.24548
55 Te -0.37633 -0.16470 -2.42814
56 C -1.10899 1.59600 -3.34996
57 C -2.49384 1.86470 -3.36840
58 C -2.92857 3.15144 -3.69579
59 C -2.01037 4.14615 -4.05063
60 C -0.64600 3.84130 -4.12610
61 C -0.18535 2.56361 -3.79636
62 H -3.18878 1.07928 -3.07942
63 H -3.99462 3.37383 -3.68262
64 H -2.35884 5.15222 -4.28468
65 H 0.06555 4.59857 -4.44823
66 H 0.87342 2.31016 -3.82463

Löwdin atomic charge list, values in e, 5 entries: atom 1 (Ho): 0.57, atom 2 (Cl): -0.13, atom 3 (N): 0.01, atom 4 (N): 0.01, atom 5 (C): -0.31



[2]
Formula: C26H33FN6O5
Source: the OMol25 dataset
Level of theory: ωB97M-V with the def2-TZVPD basis set

Summary:
Net charge: 0
Gap between HOMO and LUMO in eV: 9.005
Strongest force on any atom in eV Å⁻¹: 1.33
Highest occupied orbital energy in eV: -8.28
DFT total energy in a.u.: -1815.1412
Spin multiplicity: 1

Cartesian coordinates (Å):
1 C 1.44379 0.15465 5.41515
2 C 0.12056 -0.00471 4.67163
3 O 0.23260 0.13237 3.27190
4 C 0.48331 1.44052 2.80755
5 C 0.17077 1.47830 1.31390
6 C 1.08168 0.50407 0.55132
7 N 0.49249 0.06389 -0.69496
8 C 0.16040 -1.19838 -1.00718
9 O -0.20668 -1.53514 -2.12292
10 C 0.23275 -2.26047 0.09167
11 N -0.68111 -1.97682 1.15776
12 N -0.70731 -2.63073 2.28989
13 N -1.66909 -2.15051 2.99079
14 C -2.23266 -1.17258 2.24850
15 C -3.31832 -0.35105 2.68294
16 C -4.01366 -0.34834 3.86431
17 C -4.96224 0.68973 3.75161
18 C -4.78281 1.24890 2.51648
19 C -5.48273 2.36417 1.82802
20 O -3.78477 0.62220 1.86528
21 N -1.61903 -1.06128 1.07246
22 C 0.44434 1.08823 -1.74437
23 C 1.72994 0.88526 -2.57041
24 O 2.71958 1.55615 -2.34582
25 N 1.66232 -0.09823 -3.48672
26 C 2.87236 -0.75204 -3.91861
27 C 3.18641 -1.93679 -2.97377
28 C 4.61769 -2.44842 -3.16239
29 C 5.42358 -1.53903 -2.22594
30 C 4.36549 -0.97332 -1.25872
31 O 3.11583 -1.54538 -1.61845
32 C -0.85713 1.10476 -2.50772
33 C -2.04915 0.77471 -1.87086
34 C -3.25079 0.84575 -2.54986
35 C -3.25097 1.26371 -3.86752
36 F -4.42395 1.34048 -4.53421
37 C -2.08391 1.61496 -4.51864
38 C -0.88737 1.53408 -3.82903
39 H 1.29882 -0.09001 6.46339
40 H 1.81327 1.17533 5.34520
41 H 2.18780 -0.51843 4.99640
42 H -0.27303 -1.01460 4.81323
43 H -0.61619 0.71776 5.05528
44 H 1.53332 1.71959 2.98037
45 H -0.15848 2.15723 3.34128
46 H -0.86652 1.17280 1.17213
47 H 0.28740 2.50068 0.95354
48 H 1.27212 -0.35006 1.19607
49 H 2.04218 0.97976 0.32500
50 H -0.04741 -3.21043 -0.37771
51 H 1.24741 -2.35940 0.48495
52 H -3.85317 -1.00917 4.69025
53 H -5.68330 0.98414 4.48654
54 H -6.02356 1.99309 0.95783
55 H -4.76484 3.10626 1.48184
56 H -6.18671 2.83298 2.50860
57 H 0.55083 2.05581 -1.24189
58 H 0.83050 -0.68309 -3.44413
59 H 3.67628 -0.01440 -3.87870
60 H 2.75208 -1.11595 -4.94071
61 H 2.42330 -2.70963 -3.10880
62 H 4.94196 -2.38200 -4.19814
63 H 4.68138 -3.48698 -2.83826
64 H 6.19505 -2.09284 -1.69508
65 H 5.90202 -0.73262 -2.77920
66 H 4.30492 0.11895 -1.33339
67 H 4.55282 -1.24770 -0.21777
68 H -2.04647 0.44280 -0.84377
69 H -4.17848 0.58153 -2.06787
70 H -2.11810 1.94349 -5.54522
71 H 0.03055 1.81144 -4.32435

Löwdin atomic charge list, values in e, 5 entries: atom 1 (C): -0.07, atom 2 (C): -0.27, atom 3 (O): -0.19, atom 4 (C): -0.21, atom 5 (C): -0.13



[3]
Formula: C26H33IN2O4S3
Source: the OMol25 dataset
Level of theory: ωB97M-V with the def2-TZVPD basis set

Summary:
Net charge: 0
Gap between HOMO and LUMO in eV: 8.759
Strongest force on any atom in eV Å⁻¹: 1.42
Highest occupied orbital energy in eV: -8.52
DFT total energy in a.u.: -2913.0686
Spin multiplicity: 1

Cartesian coordinates (Å):
1 C 0.39981 0.35305 2.60052
2 C 0.17007 1.02438 1.63967
3 C -0.14761 1.92671 0.58379
4 C 0.77015 2.85847 0.08516
5 C 2.15555 2.94604 0.65240
6 C 2.21607 3.30286 2.14888
7 C 3.42949 2.57456 2.74019
8 C 2.40390 4.82175 2.39653
9 C 0.35578 3.66502 -0.96541
10 S 1.44931 4.88935 -1.67378
11 C -0.91488 3.57078 -1.49939
12 N -1.36286 4.37497 -2.60639
13 C -0.89265 4.10864 -3.70506
14 S -0.20798 3.90572 -5.08079
15 C -1.80196 2.65993 -0.97474
16 C -1.43729 1.83751 0.06072
17 N -2.35767 0.87823 0.60534
18 C -3.33405 1.54622 1.44530
19 O -3.05106 1.21757 2.81327
20 O -4.19645 1.66774 3.52229
21 C -2.96595 0.10311 -0.43911
22 C -2.96965 -1.27517 -0.34116
23 C -3.56140 -2.03060 -1.33522
24 C -4.13790 -1.39775 -2.41014
25 I -4.98350 -2.61089 -3.91378
26 C -4.14079 -0.03331 -2.53219
27 C -3.53900 0.69603 -1.53766
28 S -3.44517 2.46614 -1.62176
29 H 0.36647 -0.13581 3.53795
30 H 2.78092 3.62181 0.08720
31 H 2.59912 1.95699 0.53876
32 H 1.34563 2.98077 2.70473
33 H 3.50625 2.76321 3.80548
34 H 3.34248 1.50545 2.56999
35 H 4.33324 2.88236 2.21752
36 H 1.47345 5.22939 2.78689
37 H 3.13933 4.96085 3.18258
38 H 2.65719 5.37683 1.49965
39 H 2.26844 4.09287 -2.37925
40 H -3.24887 2.62896 1.35537
41 H -4.36077 1.25729 1.24066
42 H -3.87809 2.40897 4.05319
43 H -2.49486 -1.73033 0.51112
44 H -3.54061 -3.10424 -1.27302
45 H -4.59357 0.46360 -3.37199
46 C 1.90003 -1.64366 -0.76306
47 C 3.10987 -1.35184 0.10763
48 C 3.62802 -2.61970 0.76988
49 O 2.76760 -0.38767 1.10110
50 H 1.08476 -2.05157 -0.16341
51 H 1.53199 -0.72676 -1.22791
52 H 2.14161 -2.36070 -1.54977
53 H 3.90203 -0.90479 -0.49531
54 H 2.85939 -3.05467 1.41449
55 H 4.49165 -2.39801 1.39820
56 H 3.91915 -3.36424 0.02708
57 H 2.06233 -0.75537 1.64737
58 C -1.13289 -5.29624 -2.28632
59 C 0.07059 -5.01555 -1.40401
60 C 0.60654 -6.28660 -0.76318
61 O -0.29121 -4.07462 -0.39405
62 H -1.95262 -5.72081 -1.69939
63 H -1.49927 -4.36700 -2.72559
64 H -0.88841 -5.99086 -3.09086
65 H 0.85570 -4.54567 -1.99771
66 H -0.15554 -6.74581 -0.12749
67 H 1.46483 -6.06209 -0.12883
68 H 0.91133 -7.01308 -1.51766
69 H -0.98551 -4.46870 0.14447

Löwdin atomic charge list, values in e, 5 entries: atom 1 (C): 0.15, atom 2 (C): -0.06, atom 3 (C): -0.09, atom 4 (C): -0.15, atom 5 (C): -0.14



Across the entries above, ΔE to the lowest compared entry with this formula, charge and spin takes the values 0.0 4.0 0.0 kJ/mol, respectively.